# C6H15NO

2 unconnected molecules or ions with the total composition C6H15NO (ωB97M-V/def2-TZVPD, the Open Molecules 2025 dataset).

For the HOMO energy, the calculation gives -8.09 eV. For the LUMO energy, the calculation gives 0.78 eV. The HOMO-LUMO gap comes out at 0.3261 Ha. Its energy above the lowest of the compared OMol25 structures with the same formula, charge and spin is 1.389 eV. As for the net charge: 0.

XYZ file:
```
23
C6H15NO | the Open Molecules 2025 dataset | ωB97M-V/def2-TZVPD
C -2.5763 -0.2841 0.6247
C -1.6826 -0.1768 -0.6128
N -0.5885 0.7594 -0.4404
C -0.0262 1.3309 -1.6794
C 1.3084 0.6398 -1.8424
C 1.8037 0.6307 -0.3789
C 0.5351 0.1869 0.3367
H -2.1793 -1.0264 1.3105
H -3.5878 -0.5546 0.3392
H -2.5899 0.6689 1.1579
H -1.3495 -1.1830 -0.8695
H -2.2680 0.1378 -1.4755
H 0.0547 2.4167 -1.5542
H -0.7226 1.1360 -2.4969
H 2.0795 1.0664 -2.4879
H 1.1383 -0.3946 -2.1411
H 2.0010 1.6744 -0.1078
H 2.6381 -0.0465 -0.2234
H 0.4736 0.5050 1.3844
H 0.4810 -0.9090 0.3879
O 1.4022 -2.1908 3.3182
H 1.4324 -2.6953 4.1351
H 2.2228 -1.6918 3.3155
```

How positive or negative is each atom? The Löwdin charges in e answer that: C -0.086; C -0.281; N -0.169; C -0.192; C -0.181; C -0.175; C -0.202; H 0.063; H 0.063; H 0.074; H 0.106; H 0.104; H 0.113; H 0.108; H 0.107; H 0.110; H 0.112; H 0.105; H 0.112; H 0.111; O -0.060; H 0.031; H 0.029

# C12H24FN2O6S2

3 unconnected molecules or ions with the total composition C12H24FN2O6S2 (ωB97M-V/def2-TZVPD, the Open Molecules 2025 dataset).

For the HOMO energy, the calculation gives -12.32 eV. For the LUMO energy, the calculation gives -5.65 eV. The HOMO-LUMO gap comes out at 0.2452 Ha. Its energy above the lowest of the compared OMol25 structures with the same formula, charge and spin is 2.164 eV. As for the net charge: +1.

XYZ file:
```
47
C12H24FN2O6S2 | the Open Molecules 2025 dataset | ωB97M-V/def2-TZVPD
C -4.7166 1.9506 6.1675
C -4.2461 0.4033 6.0438
F -5.2640 -0.4356 6.5864
C -4.0336 0.1073 4.4942
C -2.6652 -0.4205 3.9118
C -2.7567 -0.5615 2.3805
N -3.8023 -0.3304 1.4795
N -4.9448 0.0977 1.9883
C -5.0668 0.3121 3.3766
H -5.8498 2.0199 6.0978
H -4.2856 2.6019 5.3299
H -4.4099 2.4228 7.1593
H -3.2500 0.3190 6.5966
H -1.7531 -0.6266 4.5528
H -1.7788 -0.9153 1.8880
H -5.7320 0.3062 1.3488
H -6.0962 0.6886 3.7238
O 1.1214 -3.6883 -2.2010
S 0.4111 -2.4841 -1.8679
O 0.3862 -1.9641 -0.5231
O -1.1099 -2.6067 -2.4045
C -1.8975 -3.7129 -1.9651
C -2.3242 -3.5552 -0.5171
C 0.9379 -1.1879 -2.9510
H -1.3587 -4.6534 -2.1167
H -2.7856 -3.7456 -2.5989
H -1.4613 -3.5821 0.1507
H -3.0001 -4.3609 -0.2221
H -2.8228 -2.5947 -0.3619
H 0.9265 -1.5538 -3.9771
H 1.9520 -0.9081 -2.6638
H 0.2711 -0.3347 -2.8322
O 4.9852 3.0781 -4.9444
S 4.9473 1.9227 -4.0901
O 3.7375 1.5085 -3.4262
O 6.1296 2.0399 -2.9944
C 6.1690 3.1960 -2.1560
C 5.0786 3.1648 -1.0992
C 5.5914 0.5333 -4.9776
H 6.1085 4.1080 -2.7583
H 7.1430 3.1997 -1.6632
H 4.0876 3.2229 -1.5524
H 5.1814 4.0066 -0.4111
H 5.1211 2.2320 -0.5320
H 6.5270 0.8191 -5.4571
H 4.8545 0.2522 -5.7301
H 5.7437 -0.2911 -4.2817
```

How positive or negative is each atom? The Löwdin charges in e answer that: C -0.042; C -0.277; F -0.025; C -0.027; C 0.135; C -0.023; N 0.080; N 0.035; C 0.075; H 0.094; H 0.096; H 0.097; H 0.160; H 0.136; H 0.138; H 0.194; H 0.160; O -0.269; S 0.605; O -0.306; O -0.265; C -0.262; C -0.086; C -0.115; H 0.121; H 0.125; H 0.065; H 0.083; H 0.062; H 0.080; H 0.074; H 0.077; O -0.272; S 0.601; O -0.300; O -0.263; C -0.263; C -0.079; C -0.120; H 0.119; H 0.124; H 0.066; H 0.081; H 0.084; H 0.077; H 0.077; H 0.075

# CH5N2O4S2

A gas-phase ion, CH5N2O4S2 (charge -1) (ωB97M-V/def2-TZVPD, the Open Molecules 2025 dataset).

For the HOMO energy, the calculation gives -4.09 eV. For the LUMO energy, the calculation gives 3.58 eV. The HOMO-LUMO gap comes out at 0.2816 Ha. Its energy above the lowest of the compared OMol25 structures with the same formula, charge and spin is 0.000 eV. As for the net charge: -1.

XYZ file:
```
14
CH5N2O4S2 | the Open Molecules 2025 dataset | ωB97M-V/def2-TZVPD
C 0.0290 0.0955 0.1123
N 0.2671 0.6013 1.4882
N -0.3666 0.9207 -0.9352
O 2.2754 -1.1449 0.8933
O -2.3934 -0.6288 0.8476
O 2.4229 0.4033 -0.9015
O -1.5819 -1.3546 -1.3899
S 1.6672 -0.8156 -0.3821
S -1.2446 -1.2950 0.2672
H -0.3041 0.1905 2.2313
H 1.1912 0.5011 1.6557
H -1.0265 1.6291 -0.7459
H 0.4871 1.2950 -1.3806
H -1.4229 -0.3977 -1.7605
```

How positive or negative is each atom? The Löwdin charges in e answer that: C -0.802; N 0.040; N -0.005; O -0.536; O -0.520; O -0.572; O -0.394; S 0.651; S 0.872; H 0.061; H -0.020; H 0.077; H 0.083; H 0.065

# C6H12O

2 unconnected molecules or ions with the total composition C6H12O (ωB97M-V/def2-TZVPD, the Open Molecules 2025 dataset).

For the HOMO energy, the calculation gives -7.99 eV. For the LUMO energy, the calculation gives 0.67 eV. The HOMO-LUMO gap comes out at 0.3182 Ha. Its energy above the lowest of the compared OMol25 structures with the same formula, charge and spin is 5.072 eV. As for the net charge: 0.

XYZ file:
```
19
C6H12O | the Open Molecules 2025 dataset | ωB97M-V/def2-TZVPD
C -0.4587 -1.6336 -1.4781
C -0.6877 -0.3235 -1.2407
C 0.3942 0.5313 -0.6168
C -0.0234 1.9149 -0.0334
C -1.1213 2.0881 0.6669
C -1.7591 3.4312 1.0777
H -0.3544 -1.9874 -2.4091
H -0.2693 -2.5188 -0.8602
H -1.4249 0.3710 -1.5081
H 1.1375 -0.0451 -0.0018
H 0.8752 0.9930 -1.4670
H 0.7310 2.7156 0.0159
H -1.7477 1.1888 0.7406
H -1.8700 4.0934 0.1611
H -2.6826 3.2636 1.4504
H -0.9970 3.9330 1.7091
O 3.1799 -6.2714 1.0299
H 4.2062 -6.1095 1.1101
H 2.8719 -5.6346 1.6536
```

How positive or negative is each atom? The Löwdin charges in e answer that: C -0.003; C -0.160; C -0.204; C -0.149; C -0.176; C -0.084; H 0.000; H 0.064; H 0.079; H 0.128; H 0.102; H 0.110; H 0.102; H 0.094; H 0.014; H 0.081; O -0.097; H 0.098; H -0.002

# C27H29BiClOP

A molecular structure, C27H29BiClOP (ωB97M-V/def2-TZVPD, the Open Molecules 2025 dataset).

For the HOMO energy (spin up / spin down), the calculation gives -5.20 / -5.31 eV. For the LUMO energy (spin up / spin down), the calculation gives -0.02 / 0.09 eV. The HOMO-LUMO gap (spin up / spin down) comes out at 0.1905 / 0.1984 Ha. As for the net charge: 0.

XYZ file:
```
60
C27H29BiClOP | the Open Molecules 2025 dataset | ωB97M-V/def2-TZVPD
C -1.1646 -1.8379 3.1058
C -1.0558 -2.2379 1.8104
C 0.3215 -2.0787 1.3586
H -1.8553 -2.6665 1.1919
C 1.0583 -1.4797 2.4144
C 0.1454 -1.3647 3.6380
H 0.5129 -2.0971 4.3915
H -2.0427 -1.8678 3.7491
H 0.7598 -2.4941 0.4522
H 2.1360 -1.4641 2.5529
Bi 0.2937 0.4688 0.9132
Cl 2.5149 1.3550 1.3518
P 0.1353 0.3003 -1.8267
C 1.2386 -0.7854 -2.7933
C 0.7982 -1.4778 -3.9338
H -0.2484 -1.4215 -4.2423
C 1.7070 -2.2314 -4.6804
H 1.3541 -2.7619 -5.5648
C 3.0479 -2.2972 -4.2944
H 3.7516 -2.8896 -4.8787
C 3.4880 -1.6042 -3.1596
H 4.5363 -1.6444 -2.8668
C 2.5915 -0.8562 -2.3989
H 2.9205 -0.3106 -1.5081
C -1.5217 -0.1341 -2.4815
C -2.1494 -1.2865 -1.9642
H -1.6453 -1.8735 -1.1898
C -3.3931 -1.6771 -2.4547
H -3.8755 -2.5654 -2.0473
C -4.0160 -0.9380 -3.4682
H -4.9884 -1.2483 -3.8505
C -3.3901 0.1962 -3.9909
H -3.8600 0.7731 -4.7874
C -2.1482 0.6058 -3.4964
H -1.6621 1.4933 -3.9087
C 0.4344 1.9566 -2.5549
C 1.1403 2.1301 -3.7553
H 1.5615 1.2655 -4.2740
C 1.2941 3.4119 -4.2918
H 1.8359 3.5324 -5.2297
C 0.7579 4.5205 -3.6315
H 0.8844 5.5185 -4.0512
C 0.0591 4.3496 -2.4305
H -0.3662 5.2105 -1.9148
C -0.1022 3.0777 -1.8869
H -0.6426 2.9414 -0.9433
C 1.3348 0.5084 6.1858
C -0.0243 0.1935 5.5648
C -0.6828 -0.9357 6.3179
C -0.9248 1.4201 5.7044
O 0.1406 -0.0254 4.1554
H 1.2176 0.7411 7.2508
H 1.7982 1.3794 5.7029
H 2.0135 -0.3472 6.0995
H -0.8287 -0.6084 7.3522
H -1.6680 -1.1686 5.9046
H -0.0642 -1.8361 6.3386
H -0.4888 2.3030 5.2185
H -1.9068 1.2152 5.2565
H -1.0679 1.6448 6.7700
```

How positive or negative is each atom? The Löwdin charges in e answer that: C -0.060; C -0.175; C -0.338; H 0.095; C -0.297; C -0.397; H 0.147; H 0.100; H 0.087; H 0.087; Bi 1.081; Cl -0.219; P 0.858; C -0.373; C -0.080; H 0.105; C -0.079; H 0.105; C -0.081; H 0.104; C -0.078; H 0.106; C -0.092; H 0.094; C -0.370; C -0.098; H 0.091; C -0.080; H 0.106; C -0.082; H 0.104; C -0.077; H 0.105; C -0.080; H 0.105; C -0.381; C -0.080; H 0.105; C -0.077; H 0.105; C -0.082; H 0.104; C -0.080; H 0.106; C -0.111; H 0.079; C -0.029; C -0.639; C -0.050; C -0.037; O -0.140; H 0.085; H 0.091; H 0.087; H 0.091; H 0.083; H 0.083; H 0.089; H 0.089; H 0.086